--- 1 ---
The following is a quantum chemistry calculation of 2 unconnected molecules or ions with the total composition C6H6N2O2, from OMol25.

Last column: natural (NBO) charge in e.
Geometry (Å):
C1 0.18 0.81 -0.31  0.607
C2 1.33 0.63 -1.10  -0.366
C3 1.53 -0.50 -1.89  0.065
C4 -0.92 -1.12 -1.39  0.796
C5 -1.14 0.80 3.29  -0.241
C6 -0.06 0.68 3.75  -0.250
H1 -1.75 0.11 0.13  0.429
H2 2.08 1.27 -0.58  0.261
H3 2.43 -0.92 -2.49  0.250
H4 0.07 -1.74 -2.80  0.395
H5 -2.13 0.81 2.76  0.241
H6 0.78 0.33 4.41  0.248
N1 -0.93 -0.06 -0.44  -0.642
N2 0.21 -1.03 -2.23  -0.626
O1 0.11 1.82 0.43  -0.587
O2 -1.79 -1.88 -1.54  -0.582

Properties
E_LUMO in eV: -0.11
SMILES: O=c1cc[nH]c(=O)[nH]1.C#C
HOMO energy in eV: -9.489
Charge: 0

---

--- 2 ---
The following is a quantum chemistry calculation of 2 unconnected molecules or ions with the total composition C6H6N2O2, from OMol25.

Last column: natural (NBO) charge in e.
Geometry (Å):
C1 2.77 -1.25 -0.63  -0.295
C2 3.27 -0.24 -0.16  -0.203
C3 0.30 0.19 0.51  0.643
C4 -0.25 1.38 -0.06  -0.381
C5 -1.53 1.59 -0.17  0.052
C6 -1.95 -0.97 0.09  0.804
H1 2.17 -2.13 -0.95  0.238
H2 3.91 0.56 0.32  0.257
H3 -0.17 -1.91 0.37  0.423
H4 0.74 2.04 -0.03  0.257
H5 -1.90 2.53 -0.49  0.234
H6 -3.15 0.45 -0.43  0.396
N1 -0.58 -0.94 0.45  -0.670
N2 -2.27 0.44 -0.11  -0.617
O1 1.36 0.14 1.13  -0.562
O2 -2.73 -1.89 0.15  -0.576

Properties
E_LUMO in eV: 0.49
SMILES: O=c1cc[nH]c(=O)[nH]1.C#C
HOMO energy in eV: -9.055
Charge: 0

---

Referenced to the most stable arrangement, the calculated values in eV are 1 0.000; 2 0.450.

---

--- 1 ---
The following is a quantum chemistry calculation of C6H6N2O2 in the gas phase, from OMol25.

Last column: natural (NBO) charge in e.
Geometry (Å):
C1 0.20 -0.46 0.10  0.057
C2 0.82 0.64 0.58  -0.218
C3 0.58 1.93 -0.08  -0.185
C4 -0.17 2.02 -1.19  -0.224
C5 -0.79 0.75 -1.68  -0.184
C6 -0.63 -0.38 -1.02  -0.254
H1 1.28 -2.26 2.04  0.434
H2 1.56 0.40 1.56  0.249
H3 1.08 2.58 0.36  0.189
H4 -0.17 3.05 -1.68  0.230
H5 -1.38 0.87 -2.73  0.228
H6 -1.31 -1.29 -1.21  0.231
N1 0.48 -1.74 0.68  -0.088
N2 -0.79 -2.51 0.72  0.260
O1 0.85 -1.62 2.02  -0.500
O2 -1.59 -1.98 1.53  -0.225

Properties
E_LUMO in eV: -1.07
SMILES: O=NN(O)c1ccccc1
HOMO energy in eV: -9.007
Charge: 0

---

--- 2 ---
The following is a quantum chemistry calculation of 2 unconnected molecules or ions with the total composition C6H6N2O2, from OMol25.

Last column: natural (NBO) charge in e.
Geometry (Å):
C1 0.55 -0.83 2.52  -0.261
C2 1.35 -0.67 1.35  -0.420
C3 -0.73 -0.52 2.27  -0.086
C4 0.43 -0.32 0.47  0.349
C5 0.94 1.34 -2.55  -0.450
C6 -0.03 0.60 -2.13  0.309
N1 -0.80 -0.26 0.88  -0.602
N2 -1.16 0.01 -1.87  0.376
O1 -1.98 0.69 -1.23  -0.458
O2 -1.43 -1.08 -2.27  -0.340
H1 0.96 -1.15 3.42  0.216
H2 2.30 -0.78 1.26  0.215
H3 -1.59 -0.51 2.86  0.213
H4 0.88 1.77 -3.47  0.233
H5 1.86 1.51 -1.88  0.265
H6 -1.54 0.19 0.37  0.442

Properties
E_LUMO (alpha / beta) in eV: -0.98 / -2.25
HOMO energy (alpha / beta) in eV: -8.623 / -8.847
Charge: 0

---

Referenced to the most stable arrangement, the calculated values in eV are 1 0.000; 2 1.759.

---

--- 1 ---
The following is a quantum chemistry calculation of 2 unconnected molecules or ions with the total composition C3H4INO, from OMol25.

Last column: natural (NBO) charge in e.
Geometry (Å):
C1 -0.87 -0.97 0.31  0.344
C2 -0.44 0.77 1.39  0.036
C3 0.42 0.69 0.29  -0.092
N1 0.18 -0.51 -0.32  -0.484
O1 -1.30 -0.27 1.33  -0.385
I1 1.99 0.04 -3.32  -0.218
H1 -1.49 -1.94 0.14  0.205
H2 -0.85 1.59 2.01  0.217
H3 1.07 -0.59 -2.02  0.163
H4 1.28 1.19 0.19  0.215

Properties
E_LUMO in eV: 0.80
SMILES: c1cocn1.I
HOMO energy in eV: -9.378
Charge: 0

---

--- 2 ---
The following is a quantum chemistry calculation of C3H4INO in the gas phase, from OMol25.

Last column: natural (NBO) charge in e.
Geometry (Å):
C1 -0.54 -0.13 0.54  0.254
C2 1.92 -0.61 0.18  0.420
C3 -1.53 0.46 -0.42  -0.687
N1 0.64 -0.21 0.20  -0.451
O1 2.25 -1.98 -0.25  -0.640
I1 3.44 0.80 0.31  0.196
H1 -0.99 -0.37 1.64  0.183
H2 -1.29 0.21 -1.45  0.245
H3 -1.34 1.59 -0.48  0.249
H4 -2.55 0.23 -0.27  0.231

Properties
E_LUMO in eV: -0.19
SMILES: C/C=N/C(=O)I
HOMO energy in eV: -9.358
Charge: 0

---

Referenced to the most stable arrangement, the calculated values in eV are 1 0.000; 2 1.670.